[1]
{"formula": "C41H35ClN2Si2Sn", "method": "wB97M-V/def2-TZVPD", "charge": 2, "total_energy_ev": -80158.8261, "orbital_gap_ev": 5.29, "e_above_lowest_ev": 0.365, "symbols": ["C", "C", "C", "H", "C", "C", "H", "H", "H", "H", "Sn", "Si", "C", "C", "H", "C", "H", "C", "H", "C", "H", "C", "H", "C", "C", "H", "C", "H", "C", "H", "C", "H", "C", "H", "H", "Si", "C", "C", "H", "C", "H", "C", "H", "C", "H", "C", "H", "C", "C", "H", "C", "H", "C", "H", "C", "H", "C", "H", "H", "Cl", "C", "C", "N", "C", "C", "C", "C", "C", "C", "C", "C", "C", "N", "C", "H", "H", "H", "H", "H", "H", "H", "H"], "xyz": [[-1.878640, -0.773583, 0.617019], [-2.833395, -0.208598, -0.253424], [-3.023896, -1.129204, -1.357489], [-3.387788, 0.705663, -0.077597], [-2.181041, -2.284258, -1.087020], [-1.500447, -2.040920, 0.118089], [-0.877072, -2.750993, 0.651326], [-1.567195, -0.366094, 1.572381], [-3.851664, -1.108576, -2.057211], [-2.180156, -3.224475, -1.634873], [-1.168931, 0.108211, -2.436245], [-0.277773, -0.459584, -5.286944], [0.009482, 1.104344, -6.284715], [1.128707, 1.192211, -7.125366], [1.976917, 0.522092, -6.974779], [1.143258, 2.088700, -8.192474], [2.025743, 2.159506, -8.829615], [0.019863, 2.888714, -8.437575], [0.013209, 3.556901, -9.302920], [-1.082457, 2.820798, -7.580975], [-1.956791, 3.451088, -7.770624], [-1.079876, 1.947289, -6.487201], [-1.946164, 1.885333, -5.827901], [-0.128338, -1.642790, -6.792049], [-1.013012, -1.471720, -7.874801], [-1.906654, -0.862583, -7.749721], [-0.762530, -2.042724, -9.122909], [-1.424000, -1.841907, -9.971414], [0.335712, -2.895793, -9.288645], [0.547374, -3.350922, -10.260554], [1.159064, -3.174779, -8.193623], [1.992418, -3.884103, -8.287353], [0.917457, -2.559765, -6.953814], [1.552821, -2.821078, -6.107557], [-1.662741, -0.551853, -4.711709], [3.436121, 1.016418, -4.176482], [2.586960, -0.652661, -4.403034], [1.150018, -0.756148, -3.977458], [1.035175, 0.013108, -3.175924], [0.631556, -2.093188, -3.663132], [-0.427587, -2.246751, -3.392515], [1.483495, -3.181220, -3.707602], [1.063999, -4.163578, -3.498958], [2.839789, -3.050357, -4.013596], [3.486562, -3.928218, -3.963121], [3.372180, -1.792298, -4.344473], [4.450222, -1.703660, -4.511100], [2.221653, 2.432082, -4.144783], [1.294982, 2.623266, -3.115553], [1.349721, 2.018560, -2.204949], [0.268790, 3.567173, -3.264458], [-0.523105, 3.627605, -2.515969], [0.266018, 4.426373, -4.362449], [-0.546978, 5.146153, -4.490985], [1.302100, 4.356548, -5.296216], [1.321201, 5.043774, -6.144906], [2.292645, 3.383341, -5.164879], [3.107965, 3.323866, -5.895119], [4.432555, 1.222671, -5.128404], [4.326633, 1.088651, -2.324660], [2.606436, -2.489004, 0.087387], [1.513838, -2.074422, -0.682307], [1.018020, -0.835686, -0.680379], [1.404520, -0.003194, 0.315390], [2.419661, -0.392820, 1.248024], [3.060998, -1.637816, 1.077952], [2.703329, 0.468797, 2.344658], [2.007461, 1.632379, 2.540803], [0.971452, 2.055233, 1.659129], [0.185612, 3.201068, 1.888898], [-0.866803, 3.480061, 1.031286], [-1.100510, 2.631646, -0.057248], [-0.314191, 1.584419, -0.348112], [0.684707, 1.252836, 0.514459], [3.045392, -3.461960, -0.115026], [1.041977, -2.795726, -1.350740], [3.871420, -1.923562, 1.746320], [3.486891, 0.172366, 3.045476], [2.226505, 2.274245, 3.394088], [0.402109, 3.831797, 2.748325], [-1.520066, 4.335144, 1.163322], [-1.959493, 2.797146, -0.711298]], "atomic_forces_ev_per_a": [[-0.6, -0.5, -0.2], [0.5, -0.4, -0.2], [0.7, 0.1, -0.1], [0.0, -0.1, -0.1], [0.2, 0.6, -0.1], [-0.7, 0.3, 0.1], [0.0, 0.2, -0.2], [0.0, 0.1, -0.2], [0.0, 0.0, 0.1], [-0.1, 0.3, 0.0], [-1.5, 0.2, 4.0], [0.2, 0.2, -3.9], [-0.2, 0.0, 0.6], [-0.2, 0.2, -0.2], [-0.1, 0.1, -0.1], [-0.1, -0.1, 0.3], [-0.3, -0.1, 0.1], [-0.1, -0.1, 0.2], [-0.1, -0.2, 0.4], [0.0, 0.2, -0.1], [0.3, -0.2, 0.1], [0.1, 0.1, -0.4], [0.1, 0.1, -0.2], [-0.1, -0.8, 0.6], [0.1, 0.3, 0.0], [0.2, 0.1, -0.1], [0.1, -0.2, 0.2], [0.2, -0.1, 0.4], [0.2, 0.1, 0.3], [-0.1, 0.2, 0.4], [-0.1, 0.0, 0.2], [-0.4, 0.4, 0.0], [0.1, 0.0, -0.4], [-0.1, 0.2, -0.5], [0.4, -0.1, -0.1], [-1.0, 1.4, 1.2], [-1.2, -0.8, 1.6], [1.5, -1.1, 0.3], [-0.1, -0.2, -0.8], [1.1, 0.2, 0.1], [0.5, 0.0, 0.0], [-0.6, -0.5, -0.4], [0.2, 0.1, 0.0], [-0.2, 0.4, 0.1], [-0.1, 0.3, 0.0], [0.2, 0.0, -0.4], [-0.3, -0.1, 0.0], [0.6, 0.1, 0.2], [-0.7, -0.2, -0.3], [-0.1, 0.1, -0.2], [0.3, -0.1, 0.2], [0.3, 0.1, -0.1], [0.0, -0.1, -0.2], [0.3, -0.2, 0.0], [0.0, 0.1, 0.0], [0.0, -0.2, 0.3], [-0.3, -0.1, -0.5], [-0.4, 0.1, 0.1], [1.1, 0.0, -1.3], [-0.1, -0.6, 0.1], [-0.1, 0.3, 0.3], [0.2, 0.6, -0.4], [-0.2, -0.4, 0.2], [0.5, -0.2, 0.2], [-0.8, 0.2, -0.6], [-0.2, 0.0, -0.3], [-0.1, 1.0, 0.6], [0.8, -0.5, 0.3], [-0.3, -0.7, -0.9], [-0.3, 0.0, -0.4], [0.2, -0.1, 0.1], [0.9, -0.6, -0.1], [-0.5, 0.3, 0.3], [-0.1, 0.4, 0.0], [-0.1, 0.1, 0.3], [0.2, 0.4, 0.2], [-0.1, 0.1, -0.2], [-0.3, 0.1, -0.2], [0.0, -0.2, -0.1], [-0.1, -0.1, -0.2], [0.1, -0.1, 0.2], [0.3, 0.0, 0.1]]}

---

[2]
{"formula": "C41H35ClN2Si2Yb", "method": "wB97M-V/def2-TZVPD", "charge": 1, "s2": 0.760, "total_energy_ev": -105865.6827, "orbital_gap_ev": [5.01, 4.35], "spin_multiplicity": 2, "symbols": ["C", "C", "C", "H", "C", "C", "H", "H", "H", "H", "Yb", "Si", "C", "C", "H", "C", "H", "C", "H", "C", "H", "C", "H", "C", "C", "H", "C", "H", "C", "H", "C", "H", "C", "H", "H", "Si", "C", "C", "H", "C", "H", "C", "H", "C", "H", "C", "H", "C", "C", "H", "C", "H", "C", "H", "C", "H", "C", "H", "H", "Cl", "C", "C", "N", "C", "C", "C", "C", "C", "C", "C", "C", "C", "N", "C", "H", "H", "H", "H", "H", "H", "H", "H"], "xyz": [[-1.934913, -0.552509, 3.673014], [-2.356653, -0.115049, 2.386055], [-2.308445, -1.240321, 1.513730], [-2.726938, 0.879658, 2.129628], [-1.836230, -2.367727, 2.249208], [-1.608681, -1.936284, 3.595785], [-1.308135, -2.567366, 4.436637], [-1.958151, 0.050945, 4.581591], [-2.641179, -1.240342, 0.472825], [-1.713202, -3.384281, 1.862320], [0.254718, -0.847145, 2.107638], [0.913105, 1.263429, -0.960953], [-0.242907, 2.721030, -1.251254], [0.152959, 3.927669, -1.869481], [1.180451, 4.060915, -2.235792], [-0.780057, 4.942003, -2.101857], [-0.473738, 5.900885, -2.537004], [-2.127881, 4.754160, -1.769994], [-2.863491, 5.517620, -2.013618], [-2.509367, 3.600493, -1.091128], [-3.541579, 3.460326, -0.785082], [-1.576517, 2.594415, -0.827787], [-1.926941, 1.689911, -0.333023], [0.006880, -0.480564, -1.364538], [-1.429037, -0.695045, -1.795543], [-2.047143, 0.196184, -1.846612], [-1.894187, -2.016583, -2.208314], [-2.829879, -2.125515, -2.777646], [-1.289798, -3.154344, -1.656626], [-1.710828, -4.158514, -1.808288], [-0.077397, -2.991003, -1.006939], [0.415894, -3.893694, -0.597658], [0.596102, -1.767630, -0.989611], [1.628439, -1.775351, -0.618598], [0.965471, 1.147722, 0.543072], [-0.244451, -0.982199, -3.193827], [0.335485, -2.272052, -4.356468], [-0.253484, -2.201835, -5.650155], [-0.719100, -1.264453, -5.988096], [-0.258618, -3.335202, -6.469478], [-0.723170, -3.288396, -7.460441], [0.364474, -4.511732, -5.998447], [0.306862, -5.422661, -6.600755], [1.086534, -4.523416, -4.797284], [1.621193, -5.431384, -4.475931], [1.126785, -3.368566, -4.000996], [1.745820, -3.358651, -3.099219], [-0.281537, 0.721028, -4.118220], [-1.596609, 1.135823, -4.383799], [-2.436372, 0.498260, -4.060124], [-1.850903, 2.335962, -5.071430], [-2.890816, 2.657794, -5.255426], [-0.781393, 3.103556, -5.527753], [-0.978301, 4.020775, -6.075966], [0.542395, 2.688493, -5.299693], [1.370696, 3.304985, -5.676782], [0.790279, 1.504420, -4.580728], [1.827160, 1.181286, -4.382991], [2.296573, 1.799540, -1.085037], [2.673489, -0.606781, 1.585678], [3.134687, -2.963096, 5.036048], [2.233104, -2.559655, 4.035625], [1.514253, -1.429421, 4.138315], [1.841972, -0.503446, 5.069901], [2.732498, -0.839766, 6.131551], [3.360043, -2.110647, 6.096906], [2.880320, 0.099962, 7.190034], [2.235797, 1.316153, 7.179827], [1.410516, 1.733994, 6.098356], [0.725088, 2.973557, 6.085607], [-0.083286, 3.281672, 5.013013], [-0.154212, 2.371971, 3.935625], [0.462378, 1.181601, 3.924852], [1.226977, 0.840640, 4.998628], [3.607401, -3.944786, 4.946615], [2.105918, -3.115991, 3.099379], [4.033933, -2.394610, 6.910033], [3.515357, -0.197322, 8.035415], [2.343034, 1.998007, 8.022217], [0.836537, 3.661769, 6.931323], [-0.674850, 4.191449, 4.980857], [-0.761203, 2.625305, 3.059112]], "atomic_forces_ev_per_a": [[-0.4, -0.4, -0.2], [0.1, -0.5, 0.1], [0.1, 0.1, -0.1], [0.1, -0.3, 0.1], [-0.1, 0.2, 0.3], [-0.5, 0.1, -0.3], [-0.1, 0.3, -0.4], [0.2, -0.2, -0.4], [0.1, -0.1, 0.4], [-0.1, 0.4, 0.2], [-0.7, 1.1, 0.9], [-1.1, 0.6, 2.0], [-0.2, -0.2, -0.5], [-0.1, -0.3, -0.2], [-0.4, -0.1, 0.3], [-0.2, 0.1, 0.1], [0.0, -0.5, 0.0], [0.5, 0.0, 0.3], [0.2, -0.1, 0.1], [0.1, -0.2, -0.1], [0.1, 0.0, 0.0], [-0.1, 0.4, -0.4], [0.2, 0.1, 0.1], [0.9, -1.2, -0.4], [-1.0, 0.4, 0.2], [-0.2, -0.4, -0.4], [-0.9, -0.5, 2.2], [0.5, 0.3, 0.3], [-1.4, 0.2, -1.3], [0.2, 0.6, -0.1], [1.9, 0.1, 1.0], [-0.1, 0.8, -0.3], [0.2, -0.9, 1.3], [-0.3, 0.1, -0.1], [-0.4, -0.1, -0.3], [2.4, 3.4, -3.4], [0.2, -0.3, -0.3], [-0.1, -0.2, 0.4], [0.1, -0.5, 0.2], [0.6, -0.1, 0.5], [0.2, -0.1, 0.5], [-0.2, 0.3, -0.2], [0.1, 0.3, 0.2], [0.2, 0.3, -0.1], [-0.3, 0.6, -0.3], [-0.4, -0.8, -0.2], [-0.5, -0.1, -0.2], [-0.7, -0.9, 0.1], [-0.1, 0.5, -0.3], [0.3, 0.5, -0.2], [-0.2, -0.3, 0.1], [0.7, -0.2, 0.1], [0.3, -0.3, 0.1], [0.1, -0.1, 0.1], [-0.2, -0.2, 0.3], [-0.4, -0.4, 0.3], [0.2, 0.1, -0.2], [-0.6, 0.2, -0.2], [0.0, -0.9, -1.0], [1.4, -0.1, -1.0], [-0.1, 0.0, -0.3], [-0.6, 0.9, 0.7], [1.1, -0.1, -0.5], [-0.2, -0.4, 0.3], [-0.6, 0.0, -0.9], [-0.1, 0.2, 0.1], [0.0, 1.0, 0.7], [0.8, -0.9, 0.6], [-0.3, -0.5, -0.9], [0.1, -0.2, -0.1], [0.2, -0.4, -0.1], [0.3, -0.6, 0.2], [0.1, 0.4, 0.1], [-0.2, 0.0, 0.4], [0.0, 0.5, 0.1], [-0.1, -0.1, 0.6], [-0.2, 0.1, -0.3], [-0.3, 0.3, -0.3], [0.1, -0.2, -0.1], [-0.1, -0.3, -0.3], [0.2, -0.1, 0.0], [0.2, -0.2, 0.3]]}